No. 1
# C16H17N

A cluster of 2 separate species, C16H17N in total in a non-equilibrium geometry (ωB97M-V/def2-TZVPD, the OMol25 dataset).

CARTESIAN COORDINATES (ANGSTROEM)
C -4.03933 -0.70719 -1.82191
C -3.32752 -1.23920 -0.63196
C -3.81328 -1.44161 0.61552
N -2.84233 -1.87788 1.49515
C -1.68830 -2.00253 0.74485
C -0.40406 -2.38395 1.13615
C 0.62351 -2.14727 0.25072
C 0.41409 -1.87759 -1.10575
C -0.86966 -1.55716 -1.52374
C -1.92262 -1.56583 -0.59409
H -4.88905 -0.11948 -1.46007
H -4.27651 -1.48460 -2.55547
H -3.45433 0.10519 -2.28222
H -4.82280 -1.23681 0.94541
H -2.75339 -1.73721 2.47575
H -0.04763 -2.71982 2.11269
H 1.66329 -2.13695 0.56780
H 1.27208 -2.02368 -1.76350
H -1.04128 -1.35051 -2.55927
C 0.34990 1.97734 1.12663
C 1.76429 1.98554 0.58717
C 2.37359 0.77161 0.34018
C 3.69366 0.74679 -0.15236
C 4.39546 1.92421 -0.22217
C 3.74686 3.14513 -0.00190
C 2.42381 3.20990 0.39804
H -0.36294 1.55667 0.39014
H -0.08297 2.94658 1.34735
H 0.28187 1.36302 2.01898
H 1.82492 -0.15303 0.50358
H 4.20778 -0.20834 -0.25156
H 5.41176 1.97658 -0.60332
H 4.23551 4.10076 -0.07509
H 1.95563 4.16135 0.54826

The spin multiplicity is 1. For the total energy, the calculation gives -18357.521 eV. As for the structure (SMILES): Cc1c[nH]c2ccccc12.Cc1ccccc1. Its largest force on an atom is 1.85 eV/Å. The calculation puts the HOMO-LUMO gap at 8.781 eV. The energy above the lowest of the compared OMol25 structures with the same formula, charge and spin is 79.22 kJ/mol.

=====

No. 2
# C16H17N

A cluster of 2 separate species, C16H17N in total in a non-equilibrium geometry (ωB97M-V/def2-TZVPD, the OMol25 dataset).

CARTESIAN COORDINATES (ANGSTROEM)
C 2.25743 2.89747 -1.34496
C 0.80448 3.15094 -1.61255
C 0.14480 4.31936 -1.79573
N -1.19356 4.07778 -2.06065
C -1.41156 2.72573 -2.05734
C -2.55152 1.98863 -2.36969
C -2.46089 0.61862 -2.14988
C -1.31255 0.00614 -1.62934
C -0.16001 0.74036 -1.45689
C -0.17278 2.09664 -1.81434
H 2.45700 2.96144 -0.26802
H 2.91342 3.62929 -1.81992
H 2.55195 1.90901 -1.69530
H 0.48178 5.34094 -1.77881
H -1.85753 4.75499 -2.38655
H -3.47611 2.34382 -2.79597
H -3.37519 0.04239 -2.24503
H -1.36163 -1.05861 -1.45722
H 0.77426 0.25105 -1.18965
C 2.04597 -2.83626 3.81014
C 0.96798 -2.89792 2.76070
C 0.12583 -1.80100 2.59474
C -0.89175 -1.77789 1.65567
C -0.98428 -2.84383 0.76174
C -0.19678 -3.96561 0.94905
C 0.78063 -3.99791 1.92749
H 2.81634 -2.12574 3.47480
H 2.58760 -3.77428 3.93360
H 1.67766 -2.41838 4.74297
H 0.22303 -0.94870 3.26490
H -1.56219 -0.92994 1.70190
H -1.73986 -2.81058 -0.00670
H -0.28338 -4.78357 0.23899
H 1.38141 -4.88436 2.11786

The spin multiplicity is 1. For the total energy, the calculation gives -18357.916 eV. As for the structure (SMILES): Cc1c[nH]c2ccccc12.Cc1ccccc1. Its largest force on an atom is 1.81 eV/Å. The calculation puts the HOMO-LUMO gap at 8.725 eV. The energy above the lowest of the compared OMol25 structures with the same formula, charge and spin is 41.10 kJ/mol.

=====

No. 3
# C16H17N

A cluster of 2 separate species, C16H17N in total in a non-equilibrium geometry (ωB97M-V/def2-TZVPD, the OMol25 dataset).

CARTESIAN COORDINATES (ANGSTROEM)
C -2.84404 -0.98357 -2.15755
C -1.49465 1.10445 -1.15500
C -2.62011 0.45456 -1.74025
C -1.90242 2.52661 -1.06542
C -3.59555 1.41960 -1.95060
C -0.25065 0.77214 -0.83320
C 0.63744 1.71825 -0.29239
C 0.32301 3.05960 -0.28050
C -0.96409 3.49755 -0.74361
N -3.14981 2.71142 -1.39580
H 0.02036 -0.20788 -1.17687
H 1.60367 1.54927 0.14799
H 0.92537 3.85273 0.07511
H -2.63482 -1.85194 -1.53018
H -2.30383 -1.33775 -3.07317
H -4.58598 1.31929 -2.41077
H -3.59389 3.48569 -1.75624
H -1.01727 4.63849 -0.85995
H -3.97623 -1.09054 -2.27614
C 3.65343 -0.75695 2.84841
C 1.35221 -1.12161 2.18058
C 2.70028 -1.49564 1.91829
C 0.31167 -1.72375 1.52222
C 0.60079 -2.69363 0.54376
C 3.01272 -2.45398 0.96623
C 1.97422 -3.02574 0.19417
H 1.13069 -0.35080 2.88823
H -0.73953 -1.60432 1.86302
H 3.33415 0.31190 2.90339
H 4.67752 -0.73944 2.41060
H -0.20455 -3.23072 0.04207
H 3.97810 -2.89897 0.76850
H 2.09596 -3.79652 -0.52723
H 3.54584 -1.05781 3.95231

The spin multiplicity is 2. For the total energy, the calculation gives -18348.680 eV. Its largest force on an atom is 6.14 eV/Å. The calculation puts the HOMO-LUMO gap (spin up / spin down) at 7.697 / 4.071 eV. The energy above the lowest of the compared OMol25 structures with the same formula, charge and spin is 202.94 kJ/mol. The charge is +1.

=====

No. 4
# C16H17N3O4

An isolated molecule of C16H17N3O4 in a non-equilibrium geometry (ωB97M-V/def2-TZVPD, the OMol25 dataset).

CARTESIAN COORDINATES (ANGSTROEM)
C -7.74319 -0.05913 -0.52170
O -6.69497 1.00792 -0.25380
C -5.49889 0.51880 -0.10955
C -5.03329 -0.91457 -0.42060
C -3.76763 -1.07663 -0.04266
C -2.91500 -0.10887 0.44624
C -1.50433 -0.18097 0.34899
C -0.54650 0.65437 1.34703
N -0.95435 -1.50328 -0.26586
N 0.37399 -1.59435 -0.09105
C 1.40551 -0.92685 -0.58831
O 1.30447 0.24784 -0.56783
C 2.75321 -1.87157 -0.50452
N 3.78760 -0.85269 -0.58177
C 5.03555 -0.82878 0.04281
O 5.11050 -1.86311 0.92476
C 5.83726 0.17389 -0.09918
C 6.98995 0.44187 0.74143
C 7.59007 1.70645 0.19254
C 6.57426 2.14037 -0.52086
O 5.59897 1.41893 -1.03206
C -3.35220 1.32868 0.33649
C -4.72269 1.59540 0.18166
H -7.40187 -0.49682 -1.58858
H -7.88042 -0.81721 0.15190
H -8.86551 0.58735 -0.56896
H -5.71373 -1.52819 -0.28229
H -3.30005 -1.97906 -0.41185
H 0.17953 -0.09986 1.79180
H -0.11179 1.31071 0.73224
H -1.15277 1.29139 2.12192
H 0.42966 -2.71187 -0.31906
H 2.90895 -2.37292 0.39958
H 2.68074 -2.24807 -1.49194
H 3.53248 0.05874 -0.97552
H 7.61799 -0.18109 1.22186
H 8.53760 1.86806 0.39250
H 6.66469 3.02485 -1.26626
H -2.72898 2.32022 0.73448
H -5.02483 2.52002 0.39601

The spin multiplicity is 1. For the total energy, the calculation gives -29514.763 eV. As for the structure (SMILES): COc1ccc(/C(C)=N/NC(=O)CNC(=O)c2ccco2)cc1. Its largest force on an atom is 14.81 eV/Å. The calculation puts the HOMO-LUMO gap at 7.193 eV. The energy above the lowest of the compared OMol25 structures with the same formula, charge and spin is 1372.39 kJ/mol.

=====

No. 5
# C16H17N3O4

An isolated molecule of C16H17N3O4 in a non-equilibrium geometry (ωB97M-V/def2-TZVPD, the OMol25 dataset).

CARTESIAN COORDINATES (ANGSTROEM)
C 2.22095 1.55538 4.56764
C 1.43319 1.21054 3.34069
N 0.39666 0.48830 3.52781
N -0.42084 0.14133 2.51655
C -1.43283 -0.75678 2.67128
O -1.69228 -1.34838 3.68759
C -2.24006 -0.96283 1.38066
N -1.61256 -0.45285 0.18796
C -2.13286 0.56932 -0.52430
O -3.17040 1.12884 -0.24774
C -1.26938 1.01993 -1.70676
O -0.22619 0.14238 -2.05335
C -0.54097 -1.01221 -2.73063
C -1.83362 -1.46427 -2.96116
C -2.02832 -2.65028 -3.65082
C -0.95236 -3.39007 -4.10473
C 0.33664 -2.94035 -3.86513
C 0.54499 -1.75918 -3.18272
C 1.94533 1.72370 2.07953
C 3.01839 2.55086 1.84170
C 3.11906 2.69194 0.44125
C 2.11168 1.94578 -0.08782
O 1.39498 1.36074 0.88577
H 1.75557 1.07722 5.42324
H 2.23205 2.63282 4.71987
H 3.24821 1.21019 4.47225
H -0.28610 0.55419 1.59526
H -3.19094 -0.43015 1.49273
H -2.45461 -2.03143 1.28575
H -0.76065 -0.88945 -0.13331
H -0.78276 1.95611 -1.41191
H -1.92261 1.23747 -2.55996
H -2.69037 -0.91241 -2.60638
H -3.03615 -2.99443 -3.82803
H -1.11497 -4.31259 -4.64018
H 1.18424 -3.51109 -4.21321
H 1.54085 -1.39188 -2.98917
H 3.65379 3.00370 2.57395
H 3.84365 3.26706 -0.09720
H 1.81160 1.74283 -1.09696

The spin multiplicity is 1. For the total energy, the calculation gives -29527.265 eV. As for the structure (SMILES): C/C(=N/NC(=O)CNC(=O)COc1ccccc1)c1ccco1. Its largest force on an atom is 1.28 eV/Å. The calculation puts the HOMO-LUMO gap at 8.870 eV. The energy above the lowest of the compared OMol25 structures with the same formula, charge and spin is 166.18 kJ/mol.

=====

No. 6
# C16H17N3O5

An isolated molecule of C16H17N3O5 in a non-equilibrium geometry (ωB97M-V/def2-TZVPD, the OMol25 dataset).

CARTESIAN COORDINATES (ANGSTROEM)
C -5.95430 -0.95174 -2.37005
O -5.51128 -1.11655 -1.04539
C -4.34033 -0.52424 -0.65699
C -3.56784 0.25536 -1.51178
C -2.39956 0.86435 -1.09311
C -1.96458 0.69438 0.21489
C -0.71383 1.29179 0.74277
O -0.05474 0.76768 1.63140
N -0.34903 2.47261 0.19423
C 0.83172 3.19288 0.62168
C 2.11122 2.64426 -0.03919
O 2.74638 3.26113 -0.85811
N 2.40114 1.39705 0.41824
N 3.45488 0.70053 -0.03970
C 3.63134 -0.48389 0.39722
C 4.73953 -1.27141 -0.04612
C 5.76030 -0.99435 -0.92741
C 6.56449 -2.14983 -0.97119
C 5.98383 -3.04504 -0.12042
O 4.88455 -2.52707 0.44187
C -2.71260 -0.10804 1.06682
C -3.89631 -0.71717 0.66851
O -4.50047 -1.44070 1.64599
C -5.64705 -2.22322 1.39608
H -5.23830 -1.36061 -3.08984
H -6.14962 0.09969 -2.60326
H -6.88604 -1.51206 -2.43340
H -3.88031 0.39594 -2.53384
H -1.82615 1.43286 -1.80990
H -0.88040 2.85296 -0.57049
H 0.72671 4.24452 0.35566
H 0.92116 3.09086 1.70792
H 1.75286 0.96229 1.09218
H 2.95478 -0.95216 1.12125
H 5.89158 -0.07537 -1.45833
H 7.45161 -2.29984 -1.55170
H 6.25144 -4.04569 0.15708
H -2.37517 -0.26715 2.07862
H -5.85544 -2.72458 2.34112
H -5.46556 -2.97089 0.62132
H -6.50447 -1.60932 1.11361

The spin multiplicity is 1. For the total energy, the calculation gives -31573.895 eV. As for the structure (SMILES): COc1ccc(C(=O)NCC(=O)N/N=C/c2ccco2)cc1OC. Its largest force on an atom is 1.57 eV/Å. The calculation puts the HOMO-LUMO gap at 8.412 eV. The energy above the lowest of the compared OMol25 structures with the same formula, charge and spin is 446.47 kJ/mol.

=====

No. 7
# C16H17N7O3RuS

A structure of composition C16H17N7O3RuS in a non-equilibrium geometry (ωB97M-V/def2-TZVPD, the OMol25 dataset).

CARTESIAN COORDINATES (ANGSTROEM)
Ru -1.06051 -0.19326 0.23879
N 1.60456 -2.32655 -2.34297
C 0.74078 -2.00714 -1.38326
N 0.17370 -0.84194 -1.30425
C 0.41916 0.15841 -2.25320
N -0.15354 1.30194 -2.16228
N -1.13530 1.38173 -1.20955
C -0.91103 2.14118 -0.19034
C -1.92405 2.29398 0.90304
C -2.46568 3.45800 1.40436
C -3.43457 3.33166 2.39407
C -3.82439 2.07596 2.83292
C -3.22407 0.94737 2.29088
N -2.28154 1.08941 1.36935
C 1.36406 -0.15071 -3.32326
C 1.68628 0.76397 -4.32892
C 2.57007 0.41231 -5.32458
C 3.14545 -0.86006 -5.33758
C 2.83830 -1.78029 -4.35702
C 1.94527 -1.41530 -3.35429
H 1.95781 -3.26923 -2.38917
H 0.48994 -2.73786 -0.62369
H -0.00928 2.75258 -0.17281
H -2.15735 4.42186 1.02494
H -3.89568 4.21705 2.81028
H -4.59225 1.96268 3.58482
H -3.48195 -0.06314 2.57322
H 1.22209 1.73996 -4.29988
H 2.81747 1.12063 -6.10260
H 3.83660 -1.13064 -6.12396
H 3.27611 -2.77039 -4.35867
O -2.53737 -1.01589 -0.72957
O -3.70766 -0.79295 -0.24741
C 1.48293 -2.38687 4.10458
N 1.63772 -1.44888 3.00624
C 0.94384 -0.33511 2.88707
N 0.10822 0.03301 3.85007
S 1.14448 0.67309 1.48053
H 2.11813 -3.24804 3.92249
H 0.44866 -2.72953 4.16567
H 1.78943 -1.94000 5.05227
H 2.25101 -1.66324 2.23899
H 0.00328 -0.48249 4.70806
H -0.35269 0.92034 3.75639
O -0.86644 -1.60761 1.32020

The spin multiplicity is 2. For the total energy, the calculation gives -46847.616 eV. Its largest force on an atom is 2.33 eV/Å. The calculation puts the HOMO-LUMO gap (spin up / spin down) at 6.166 / 5.844 eV. The energy above the lowest of the compared OMol25 structures with the same formula, charge and spin is 165.76 kJ/mol. The charge is +1.

=====

No. 8
# C16H17NO5SV

A structure of composition C16H17NO5SV in a non-equilibrium geometry (ωB97M-V/def2-TZVPD, the OMol25 dataset).

CARTESIAN COORDINATES (ANGSTROEM)
V 1.12698 0.93522 -0.89944
O 4.33620 1.62178 0.99780
S 3.45296 1.55244 -0.12486
O 3.97116 1.97918 -1.41493
O 2.11486 2.31562 0.11511
O 2.82826 0.14457 -0.31530
N -0.08798 0.18342 0.06632
C -0.72995 -0.37541 1.03927
C -0.02807 -0.72252 2.30502
C 1.07398 0.03361 2.70945
C 1.78526 -0.29949 3.85131
C 1.41547 -1.40025 4.61477
C 0.32623 -2.16590 4.22010
C -0.38782 -1.82856 3.07807
C -2.17842 -0.66357 0.83383
C -3.09176 -0.71990 1.88850
C -4.44427 -0.93733 1.65359
C -4.91223 -1.10594 0.35874
C -4.01285 -1.04063 -0.70034
C -2.66594 -0.81719 -0.46666
H 1.38076 0.88541 2.11828
H 2.64067 0.30094 4.13424
H 1.97747 -1.66144 5.50341
H 0.03889 -3.03683 4.79744
H -1.21716 -2.45294 2.76891
H -2.74545 -0.56795 2.90265
H -5.13468 -0.96644 2.48805
H -5.96538 -1.27862 0.17262
H -4.36450 -1.16073 -1.71824
H -1.96810 -0.74161 -1.29110
C 1.50954 0.02299 -4.41580
C 0.85636 1.29722 -3.92612
C 1.74245 2.50897 -4.13157
O 0.50349 1.14480 -2.55676
H 1.75854 0.10040 -5.47831
H 0.85391 -0.83745 -4.27697
H 2.43591 -0.16286 -3.86718
H -0.08117 1.45915 -4.46950
H 2.68055 2.41642 -3.58140
H 1.23708 3.41268 -3.78761
H 1.96875 2.62874 -5.19540

The spin multiplicity is 1. For the total energy, the calculation gives -65121.542 eV. Its largest force on an atom is 2.32 eV/Å. The calculation puts the HOMO-LUMO gap (spin up / spin down) at 6.608 / 6.488 eV. The charge is -1.